Entry 1:
The following is a quantum chemistry calculation of a molecular structure, C24H26CoN5O8S, from OMol25.

Positions of all 65 atoms, in Å:
Co  0.0204  0.1059  0.1010
O  -2.4495  -1.4318  -0.6448
C  -2.5217  -0.7743  -1.8825
C  -1.1983  -0.6593  -2.6218
N  -0.0858  0.0899  -1.9616
C  1.1505  -0.6611  -2.2533
C  1.0615  -1.9979  -1.4704
O  1.6721  -2.9696  -1.8880
O  0.3539  -1.9348  -0.3997
C  -0.0288  1.4562  -2.5099
C  0.8752  2.3542  -1.6328
O  1.6724  3.1246  -2.1761
O  0.7086  2.1942  -0.3928
H  -1.7061  -2.0598  -0.6536
H  -2.9815  0.1992  -1.6974
H  -3.1866  -1.3196  -2.5720
H  -1.3830  -0.1980  -3.5994
H  -0.8562  -1.6742  -2.8279
H  2.0125  -0.0855  -1.9148
H  1.2630  -0.8451  -3.3294
H  -1.0392  1.8693  -2.4733
H  0.2969  1.4309  -3.5576
C  4.5824  3.6811  4.8483
C  3.5531  2.6331  4.5389
C  2.2271  2.7896  4.9205
C  1.2723  1.8345  4.5992
C  1.6362  0.7120  3.8721
C  2.9641  0.5214  3.5238
C  3.9095  1.4759  3.8529
S  0.3967  -0.4659  3.3625
O  -0.5610  -0.5194  4.4455
O  1.1159  -1.6472  2.9822
N  -0.2945  0.1385  2.0447
C  -1.3478  1.0072  2.0517
C  -2.0152  1.6258  3.1209
C  -3.0187  2.5178  2.8221
C  -3.3528  2.8007  1.4990
C  -2.6518  2.1409  0.5112
N  -1.6946  1.2646  0.7798
H  4.1693  4.4634  5.4827
H  4.9468  4.1464  3.9322
H  5.4443  3.2500  5.3576
H  1.9330  3.6708  5.4780
H  0.2500  1.9590  4.9196
H  3.2493  -0.3797  3.0016
H  4.9410  1.3251  3.5593
H  -1.7675  1.3794  4.1378
H  -3.5486  3.0043  3.6318
H  -4.1333  3.5042  1.2471
H  -2.8590  2.3219  -0.5373
N  4.3894  3.4587  -0.6746
C  5.1444  2.5003  -0.0975
O  6.3161  2.6685  0.2093
C  4.4542  1.1893  0.1382
C  5.1598  -0.0061  0.0840
C  4.4650  -1.1859  0.2849
C  3.0909  -1.1362  0.4834
N  2.4000  0.0051  0.5176
C  3.0935  1.1404  0.4009
H  4.8451  4.3349  -0.8637
H  3.4628  3.3012  -1.0761
H  6.2256  0.0094  -0.1039
H  4.9615  -2.1454  0.2585
H  2.5097  -2.0374  0.6202
H  2.5215  2.0500  0.5000

## Properties
Multiplicity: 2
LUMO level (spin up / spin down) (eV): 2.70 / 2.71
Energy above the lowest of the compared OMol25 structures with the same formula, charge and spin (eV): 0.608
Electronic energy (eV): -97607.45101
Charge: -1
E_HOMO (spin up / spin down) (eV): -5.7 / -5.7
Orbital gap (spin up / spin down) (eV): 8.42 / 8.37

=====

Entry 2:
The following is a quantum chemistry calculation of a molecular structure, C24H26F2N2O5Pb at a distorted geometry, from OMol25.

Positions of all 60 atoms, in Å:
Pb  -0.2582  -1.3511  1.1266
F  5.6623  -1.3511  -0.9677
C  4.3996  -1.3511  -0.5210
C  4.1579  -1.3693  0.8487
C  2.8425  -1.3693  1.3127
C  1.7842  -1.3511  0.4041
C  2.0358  -1.3329  -0.9678
C  3.3503  -1.3329  -1.4341
H  4.9922  -1.3833  1.5423
H  2.6348  -1.3833  2.3786
H  1.2041  -1.3189  -1.6660
H  3.5630  -1.3189  -2.4981
F  -2.9085  0.5235  -2.9339
C  -1.7236  -0.1140  -2.9746
C  -1.4828  -1.2341  -2.2951
N  -0.2544  -1.8708  -2.3530
C  -0.0129  -3.1201  -1.5946
C  -1.1099  -3.6316  -0.6437
O  -1.8062  -4.5901  -1.0854
O  -1.2134  -3.0056  0.4508
C  0.7869  -1.3795  -3.1315
O  1.8955  -1.9002  -3.2435
N  0.5176  -0.2210  -3.8202
C  -0.6648  0.4692  -3.8168
O  -0.8235  1.4944  -4.4731
H  -2.2589  -1.6680  -1.6719
H  0.9045  -2.9740  -1.0094
H  0.2178  -3.8997  -2.3324
H  1.2654  0.1414  -4.3867
C  -2.7727  -0.6636  3.0031
C  -2.9568  0.8423  2.7909
C  -4.1189  1.1438  1.8392
C  -1.6755  1.5956  2.3954
C  -1.3125  2.6667  3.2473
C  -0.2029  3.4516  2.9877
C  0.5577  3.1813  1.8639
C  0.2286  2.1194  0.9868
C  1.1422  1.9700  -0.2414
C  1.8034  0.5954  -0.3822
C  0.4424  2.3989  -1.5351
C  -0.9073  1.2768  1.2267
O  -1.2194  0.3138  0.4466
H  -3.6519  -1.0825  3.5060
H  -1.8991  -0.8696  3.6308
H  -2.6563  -1.2128  2.0648
H  -3.2708  1.2259  3.7722
H  -3.9524  0.7418  0.8354
H  -4.2750  2.2243  1.7435
H  -5.0485  0.7055  2.2187
H  -1.9147  2.8919  4.1222
H  0.0595  4.2700  3.6467
H  1.4188  3.8091  1.6562
H  1.9797  2.6704  -0.1118
H  1.1071  -0.1773  -0.7196
H  2.2424  0.2698  0.5668
H  2.6081  0.6399  -1.1251
H  -0.3752  1.7263  -1.8109
H  1.1529  2.4118  -2.3688
H  0.0252  3.4075  -1.4374
H  -0.2582  -1.3511  2.9379

## Properties
Multiplicity: 1
LUMO level (eV): -0.94
Electronic energy (eV): -49200.84888
E_HOMO (eV): -8.1
Orbital gap (eV): 7.18

=====

Entry 3:
The following is a quantum chemistry calculation of 2 unconnected molecules or ions with the total composition C24H26F4N2O3S at a distorted geometry, from OMol25.

Positions of all 60 atoms, in Å:
C  -7.3764  -2.8996  0.2018
C  -6.8099  -3.3592  1.6732
C  -5.8108  -2.1918  2.3324
C  -4.2604  -2.8062  2.2017
C  -3.1679  -1.9714  3.0933
C  -1.6861  -1.8102  2.4159
C  -1.6297  -0.9179  1.0455
C  -2.6392  0.2976  0.6134
F  -3.7689  0.6887  1.4866
C  -2.3831  1.1203  -0.8134
C  -1.1205  0.7970  -1.8384
C  -0.8549  1.6691  -3.2403
C  -1.0919  3.2675  -2.8095
O  -2.2277  3.9197  -3.1665
C  0.0687  4.0572  -1.9015
C  1.2689  4.8653  -2.6783
C  2.4163  5.6741  -1.8051
C  2.3701  5.6514  -0.1531
C  1.1560  4.8118  0.6202
C  0.0052  4.0178  -0.2512
C  -0.1208  -0.4386  -1.4137
N  1.0620  -0.9077  -2.2318
S  1.7655  -2.2158  -1.2632
N  0.7082  -2.3141  0.1648
C  -0.3841  -1.2503  -0.0139
H  -8.2009  -3.6971  -0.1124
H  -7.8777  -1.8442  0.3442
H  -6.5253  -2.9173  -0.6108
H  -6.1690  -4.3409  1.4940
H  -7.6741  -3.6806  2.4305
H  -5.9263  -1.1603  1.7666
H  -6.1422  -2.1226  3.4765
H  -3.9299  -2.9610  1.0864
H  -4.3416  -3.9002  2.6721
H  -3.6060  -0.9256  3.4669
H  -3.0099  -2.5984  4.0969
H  -1.3344  -2.9097  2.1128
H  -0.8475  -1.4147  3.1530
H  -3.1094  1.9953  -1.1691
H  -1.5684  1.3557  -4.1152
H  0.2904  1.6228  -3.5723
H  1.2460  4.8417  -3.8658
H  3.2852  6.2675  -2.3328
H  3.1690  6.2422  0.5035
H  1.1095  4.7801  1.8115
H  -0.9023  3.4253  0.2495
C  5.1193  -0.4697  -1.3436
C  5.5097  -1.0731  -0.0070
O  6.8170  -1.6610  -0.0835
C  7.8752  -0.8012  0.0627
O  7.7546  0.4070  0.2443
C  9.1979  -1.5638  0.0086
F  9.2374  -2.4842  -0.9979
F  9.4402  -2.2516  1.1614
F  10.2760  -0.7509  -0.1833
H  5.1996  -1.2158  -2.1408
H  4.0934  -0.0919  -1.3133
H  5.7850  0.3562  -1.6127
H  4.8131  -1.8782  0.2491
H  5.4577  -0.3346  0.8012

## Properties
Multiplicity: 1
LUMO level (eV): -1.97
SMILES: CCCCCCc1c(F)cc(CC(=O)c2ccccc2)c2nsnc12.CCOC(=O)C(F)(F)F
Electronic energy (eV): -56115.89495
E_HOMO (eV): -8.8
Orbital gap (eV): 6.81

=====

Entry 4:
The following is a quantum chemistry calculation of a single C24H26N2O6S molecule at a distorted geometry, from OMol25.

Positions of all 59 atoms, in Å:
C  -4.0794  -2.5990  2.1638
O  -3.7280  -1.4971  1.3646
C  -4.6184  -1.0719  0.4048
C  -5.7801  -1.7534  0.0866
C  -6.6553  -1.2598  -0.8703
C  -6.3640  -0.0793  -1.5199
C  -5.1961  0.6023  -1.2217
C  -4.3027  0.1333  -0.2636
N  -3.1630  0.8491  0.1048
C  -1.8728  0.2015  0.0334
C  -0.9151  0.8461  1.0412
N  -0.8071  2.2559  0.7585
C  0.2720  2.9415  0.3076
O  0.1663  4.0803  -0.1285
C  1.6194  2.3515  0.3963
C  2.7669  2.9362  -0.0820
C  3.8372  2.1099  0.3105
C  3.2840  1.0761  1.0153
C  3.8900  -0.1402  1.5728
S  4.3500  -1.1902  0.1206
O  4.5705  -2.5396  0.5584
O  5.4321  -0.5310  -0.5576
C  2.9056  -1.1031  -0.9422
C  3.0096  -0.4870  -2.1700
C  1.9152  -0.4531  -3.0186
C  0.7373  -1.0643  -2.6245
C  0.6277  -1.6807  -1.3885
C  1.7129  -1.6858  -0.5149
O  1.7072  -2.1900  0.7395
C  0.6003  -2.9591  1.1601
O  1.9403  1.2100  1.0614
C  -2.0978  2.9132  0.7608
C  -3.0557  2.2507  -0.2327
H  -3.2824  -2.6929  2.9008
H  -5.0301  -2.4354  2.6802
H  -4.1380  -3.5236  1.5792
H  -6.0284  -2.6731  0.5921
H  -7.5594  -1.8042  -1.0949
H  -7.0362  0.3142  -2.2671
H  -4.9737  1.5141  -1.7529
H  -1.4418  0.3034  -0.9781
H  -1.9910  -0.8540  0.2652
H  -1.3261  0.7202  2.0496
H  0.0569  0.3651  0.9862
H  2.8109  3.8493  -0.6380
H  4.8782  2.2451  0.1046
H  3.1942  -0.7146  2.1747
H  4.8187  0.0510  2.1021
H  3.9592  -0.0521  -2.4377
H  1.9852  0.0323  -3.9786
H  -0.1164  -1.0651  -3.2859
H  -0.3021  -2.1511  -1.1124
H  0.4108  -3.7911  0.4770
H  -0.3013  -2.3452  1.2552
H  0.8758  -3.3527  2.1368
H  -2.5199  2.8399  1.7686
H  -1.9412  3.9604  0.4991
H  -2.6729  2.4015  -1.2554
H  -4.0346  2.7226  -0.1427

## Properties
Multiplicity: 1
LUMO level (eV): 0.40
SMILES: COc1ccccc1N1CCN(C(=O)c2ccc(CS(=O)(=O)c3ccccc3OC)o2)CC1
Energy above the lowest of the compared OMol25 structures with the same formula, charge and spin (eV): 1.227
Electronic energy (eV): -51408.93786
E_HOMO (eV): -7.9
Orbital gap (eV): 8.35

=====

Q: The highest electronic energy belongs to which entry?
A: C24H26F2N2O5Pb

=====

Q: Which of these has the lowest electronic energy?
A: C24H26CoN5O8S

=====

Q: Among the records above, which one has the highest multiplicity?
A: C24H26CoN5O8S